1.
Computed, not measured: a structure of composition C48H47AlBrClF9O4 in a non-equilibrium geometry, with the ωB97M-V functional and the def2-TZVPD basis.

ORCA input file:
```
! RIJCOSX wB97M-V def2-TZVPD def2/J DEFGRID3
* xyz -1 1
C -6.340 -2.306 0.221
C -6.541 -0.897 1.090
O -6.666 0.236 0.394
O -6.612 -1.045 2.551
C -6.305 0.208 3.259
C -5.675 -0.163 4.739
C -4.037 -0.209 4.790
C -3.324 -1.043 3.573
C -1.989 -0.219 3.091
Al -1.760 -0.104 1.044
C 0.128 0.674 0.716
C 0.814 1.271 2.119
O 1.795 0.554 2.701
Cl 0.232 2.900 2.855
C -3.278 1.033 0.257
C -2.946 2.639 0.187
O -1.848 3.156 -0.377
Br -4.283 3.918 0.968
C -1.857 -1.947 0.098
F -0.618 -2.017 -0.760
F -1.889 -3.098 1.035
F -3.017 -1.937 -0.870
H -6.954 -3.135 0.820
H -5.232 -2.682 0.199
H -6.821 -2.234 -0.856
H -7.335 0.761 3.479
H -5.621 0.956 2.675
H -6.007 0.730 5.459
H -6.207 -1.121 5.164
H -3.588 0.889 4.927
H -3.744 -0.774 5.800
H -2.943 -2.082 3.999
H -3.988 -1.211 2.624
H -1.905 0.868 3.527
H -1.042 -0.809 3.508
H 0.811 -0.252 0.423
H 0.170 1.499 -0.113
H -3.655 0.591 -0.783
H -4.209 0.915 0.992
F 1.343 -2.156 1.677
C 2.481 -2.548 1.089
C 2.535 -3.786 0.459
C 3.718 -4.192 -0.157
C 4.839 -3.358 -0.128
C 4.776 -2.119 0.511
C 3.590 -1.709 1.118
H 1.657 -4.424 0.454
H 3.768 -5.155 -0.659
H 5.763 -3.677 -0.605
H 5.651 -1.474 0.537
H 3.521 -0.745 1.612
F 10.774 0.800 2.065
C 9.705 0.079 2.428
C 9.842 -1.290 2.633
C 8.730 -2.041 3.017
C 7.492 -1.416 3.180
C 7.364 -0.042 2.967
C 8.478 0.710 2.595
H 10.810 -1.759 2.494
H 8.828 -3.110 3.187
H 6.624 -2.002 3.475
H 6.398 0.441 3.091
H 8.398 1.780 2.434
F 2.304 2.612 -0.590
C 3.435 3.247 -0.254
C 3.691 3.525 1.084
C 4.871 4.181 1.435
C 5.777 4.561 0.442
C 5.508 4.281 -0.899
C 4.334 3.616 -1.248
H 2.972 3.230 1.841
H 5.085 4.397 2.479
H 6.695 5.077 0.716
H 6.213 4.582 -1.670
H 4.113 3.382 -2.284
F 3.187 -7.142 -0.759
C 2.638 -7.284 -1.973
C 1.578 -8.167 -2.145
C 1.003 -8.311 -3.407
C 1.502 -7.578 -4.487
C 2.570 -6.698 -4.305
C 3.137 -6.546 -3.040
H 1.209 -8.734 -1.297
H 0.169 -8.993 -3.551
H 1.056 -7.695 -5.472
H 2.959 -6.132 -5.147
H 3.962 -5.859 -2.879
F -9.995 4.411 -0.120
C -9.012 4.223 -1.010
C -8.897 5.085 -2.095
C -7.870 4.893 -3.019
C -6.976 3.832 -2.854
C -7.103 2.969 -1.764
C -8.123 3.169 -0.834
H -9.606 5.898 -2.211
H -7.767 5.566 -3.866
H -6.178 3.680 -3.578
H -6.408 2.142 -1.640
H -8.230 2.513 0.023
F -1.996 2.283 -5.229
C -0.865 2.918 -4.893
C -0.609 3.196 -3.555
C 0.571 3.852 -3.205
C 1.477 4.232 -4.198
C 1.208 3.952 -5.538
C 0.034 3.287 -5.888
H -1.328 2.901 -2.798
H 0.785 4.068 -2.161
H 2.395 4.748 -3.924
H 1.913 4.253 -6.310
H -0.187 3.053 -6.924
*
```

## Properties
Orbital gap   8.25 eV
LUMO energy   2.25 eV
Largest force on an atom   8.7 eV/A
E_tot   -172344.0326 eV

2.
Computed, not measured: a structure of composition C48H47AuO2Sb3 in a non-equilibrium geometry, with the ωB97M-V functional and the def2-TZVPD basis.

ORCA input file:
```
! RIJCOSX wB97M-V def2-TZVPD def2/J DEFGRID3
* xyz 3 1
Au 0.638 -1.088 0.801
C -1.101 3.432 -1.404
C 0.355 3.848 -1.530
C 1.396 2.756 -1.803
Sb 2.555 2.411 0.040
C 3.292 0.786 1.265
C 3.321 1.135 2.607
C 3.732 0.199 3.542
C 4.120 -1.067 3.130
C 4.093 -1.395 1.785
C 3.665 -0.474 0.834
C 3.882 4.068 0.345
C 3.607 5.320 -0.178
C 4.588 6.298 -0.119
C 5.830 6.016 0.430
C 6.088 4.759 0.955
C 5.113 3.776 0.910
Sb -1.857 2.213 0.320
C -3.962 3.081 0.208
C -4.435 3.750 1.309
C -5.727 4.259 1.260
C -6.502 4.066 0.132
C -6.006 3.366 -0.954
C -4.712 2.856 -0.919
C -1.405 2.948 2.354
C -1.154 4.282 2.595
C -0.765 4.664 3.873
C -0.655 3.722 4.882
C -0.913 2.387 4.623
C -1.295 1.996 3.348
H -1.411 2.866 -2.283
H -1.716 4.332 -1.345
H 0.628 4.422 -0.640
H 0.392 4.535 -2.384
H 2.136 3.089 -2.531
H 0.964 1.814 -2.132
H 3.029 2.129 2.923
H 3.756 0.461 4.588
H 4.471 -1.788 3.852
H 4.423 -2.370 1.459
H 3.682 -0.724 -0.219
H 2.650 5.542 -0.634
H 4.381 7.280 -0.515
H 6.596 6.776 0.445
H 7.052 4.538 1.384
H 5.321 2.785 1.291
H -3.830 3.893 2.192
H -6.110 4.792 2.118
H -7.506 4.465 0.095
H -6.612 3.197 -1.832
H -4.329 2.298 -1.762
H -1.235 5.022 1.811
H -0.553 5.705 4.068
H -0.377 4.032 5.878
H -0.809 1.644 5.399
H -1.484 0.951 3.140
O 0.313 1.287 0.537
O 0.919 2.431 1.157
C 2.762 -4.693 -0.229
C 1.712 -5.502 0.457
C 2.092 -6.727 1.011
C 1.189 -7.526 1.680
C -0.138 -7.123 1.794
C -0.539 -5.912 1.248
C 0.374 -5.110 0.576
Sb -0.357 -3.238 -0.168
C -2.468 -3.129 0.182
C -2.889 -2.134 1.051
C -4.237 -1.966 1.326
C -5.167 -2.792 0.711
C -4.747 -3.771 -0.167
C -3.393 -3.964 -0.449
C -2.983 -5.018 -1.424
C -0.098 -3.280 -2.289
C 0.330 -4.468 -2.860
C 0.574 -4.532 -4.222
C 0.406 -3.401 -5.002
C -0.042 -2.223 -4.429
C -0.320 -2.148 -3.066
C -0.890 -0.889 -2.487
H 3.581 -4.502 0.464
H 2.375 -3.744 -0.606
H 3.184 -5.259 -1.060
H 3.124 -7.030 0.919
H 1.515 -8.457 2.118
H -0.853 -7.749 2.305
H -1.572 -5.596 1.346
H -2.156 -1.488 1.529
H -4.561 -1.205 2.018
H -6.218 -2.670 0.910
H -5.475 -4.403 -0.651
H -3.738 -5.797 -1.485
H -2.029 -5.478 -1.155
H -2.884 -4.586 -2.424
H 0.478 -5.347 -2.244
H 0.910 -5.458 -4.664
H 0.615 -3.437 -6.060
H -0.193 -1.352 -5.048
H -0.989 -0.128 -3.257
H -0.259 -0.502 -1.679
H -1.882 -1.082 -2.074
*
```

## Properties
Orbital gap   3.57 eV
LUMO energy   -11.52 eV
Largest force on an atom   3.7 eV/A
E_tot   -77905.9364 eV